No. 1
{
  "formula": "C24H28B2Cl3O3S",
  "method": "ωB97M-V/def2-TZVPD",
  "symbols": ["Cl", "B", "Cl", "Cl", "O", "C", "C", "C", "C", "C", "C", "C", "H", "H", "H", "H", "H", "H", "C", "C", "C", "C", "C", "B", "C", "C", "C", "C", "C", "C", "O", "C", "C", "C", "C", "C", "C", "O", "S", "H", "H", "H", "H", "H", "H", "H", "H", "H", "H", "H", "H", "H", "H", "H", "H", "H", "H", "H", "H", "H", "H"],
  "xyz": [[-4.9099, 0.9982, 1.5824], [-3.5387, 0.2696, 2.5711], [-3.4768, 1.0324, 4.2441], [-3.7213, -1.5848, 2.7562], [-2.2532, 0.5418, 1.7875], [-1.1342, 1.0693, 2.1542], [-1.1114, 2.4567, 2.4548], [-0.0876, 2.8409, 3.3557], [-0.3835, 3.7780, 4.3302], [-1.6059, 4.4531, 4.3049], [-2.4606, 4.3125, 3.2117], [-2.2098, 3.3423, 2.2530], [-0.3135, 0.4771, 2.5814], [0.8757, 2.3242, 3.3171], [0.3395, 3.9639, 5.1259], [-1.8731, 5.1022, 5.1448], [-3.3354, 4.9502, 3.1029], [-2.8831, 3.1687, 1.4228], [2.7579, -2.1135, -5.7323], [2.6244, -1.6113, -4.3314], [3.5219, -1.7155, -3.2837], [3.0405, -1.1479, -2.0355], [1.7408, -0.6630, -2.1156], [0.6299, -0.5126, -0.8239], [0.8669, 1.0914, -0.5193], [1.8776, 1.4356, 0.3642], [2.3753, 2.7455, 0.3599], [1.8137, 3.6983, -0.5081], [0.6874, 3.3761, -1.2833], [0.1995, 2.0581, -1.2752], [-0.7236, -0.7393, -1.2080], [-0.9471, -2.1180, -0.9669], [-2.4091, -2.2739, -0.5711], [-0.6740, -2.9280, -2.2314], [0.1011, -2.5044, 0.2152], [-0.3575, -2.1181, 1.6125], [0.5270, -3.9819, 0.1852], [1.1759, -1.6019, -0.0528], [1.2263, -0.7050, -3.7717], [3.7101, -2.6569, -5.8392], [1.9343, -2.7846, -6.0375], [2.7796, -1.2544, -6.4266], [4.4710, -2.2387, -3.4012], [3.6567, -1.1453, -1.1332], [2.2911, 0.6674, 1.0239], [3.1857, 3.0179, 1.0409], [2.2330, 4.7042, -0.5543], [0.1812, 4.1532, -1.8717], [-0.6752, 1.7976, -1.8805], [-2.6268, -3.3225, -0.3203], [-2.6655, -1.6393, 0.2888], [-3.0474, -1.9996, -1.4214], [-0.9247, -3.9906, -2.0731], [-1.2931, -2.5314, -3.0481], [0.3754, -2.8634, -2.5483], [-1.2905, -2.5914, 1.9432], [0.4391, -2.3546, 2.3399], [-0.5601, -1.0389, 1.6589], [-0.3691, -4.6242, 0.3118], [0.9915, -4.2397, -0.7776], [1.2320, -4.2318, 0.9980]],
  "forces_ev_per_a": [[0.00, -0.04, -0.05], [-0.38, -0.58, -0.22], [0.23, 0.13, 0.15], [-0.06, 0.54, 0.00], [1.89, 0.11, 0.49], [-2.18, 0.57, 0.34], [0.51, 1.20, -0.04], [-0.41, -0.44, 0.03], [0.26, 0.24, 0.13], [0.25, -0.03, 0.12], [0.04, 0.11, -0.53], [0.30, -0.68, 0.57], [-0.08, -0.16, -0.85], [-0.41, -0.01, 0.22], [-0.24, 0.04, -0.23], [0.11, -0.11, -0.43], [0.14, -0.19, 0.13], [-0.10, -0.10, 0.16], [0.14, 0.24, -0.30], [0.19, 0.51, 1.21], [-0.79, 0.27, -0.21], [-0.37, -0.07, -1.15], [0.82, -0.19, -0.61], [1.91, 1.91, -2.10], [-0.77, -1.70, 0.81], [0.36, 1.14, 0.03], [-0.26, -0.03, -0.06], [-0.09, -0.09, 0.29], [-0.07, -0.40, 0.24], [0.37, 1.03, 0.03], [-0.31, -0.92, 0.46], [-0.19, -0.42, 0.71], [-0.06, -0.20, 0.18], [0.11, -0.40, -0.12], [-0.25, 0.71, -0.41], [-0.73, 0.01, 0.52], [-0.11, 0.00, -0.18], [-0.62, -0.88, 1.27], [0.59, -0.64, -0.07], [-0.31, 0.13, 0.00], [0.31, 0.28, 0.17], [-0.03, -0.42, 0.03], [-0.11, 0.15, 0.08], [-0.48, -0.19, -0.14], [0.05, 0.18, -0.26], [-0.12, 0.05, -0.28], [-0.13, -0.19, 0.08], [0.32, -0.33, 0.17], [0.38, -0.07, 0.19], [-0.02, 0.18, 0.05], [0.10, -0.24, -0.39], [0.13, 0.02, 0.17], [-0.01, 0.32, -0.10], [0.14, -0.09, 0.20], [-0.32, -0.07, 0.17], [0.25, -0.16, -0.08], [-0.22, 0.08, -0.32], [0.22, -0.80, -0.31], [0.39, 0.31, -0.03], [-0.06, 0.11, 0.36], [-0.24, 0.27, -0.29]],
  "lowdin_charge": [0.513, -1.863, 0.555, 0.514, -0.066, -0.029, -0.185, 0.006, -0.065, -0.056, -0.067, 0.005, 0.153, 0.130, 0.109, 0.113, 0.114, 0.115, -0.140, -0.601, -0.159, -0.145, -0.361, -0.911, -0.111, -0.079, -0.108, -0.121, -0.095, -0.046, 0.054, -0.469, -0.017, -0.045, -0.443, -0.023, -0.016, 0.032, 1.026, 0.069, 0.068, 0.066, 0.089, 0.100, 0.114, 0.088, 0.083, 0.093, 0.117, 0.090, 0.033, 0.091, 0.083, 0.089, 0.061, 0.052, 0.098, 0.045, 0.090, 0.079, 0.082],
  "gap_ev": 4.7570,
  "relative_energy_kcal_mol": 63.3,
  "energy_ha": -2985.73947,
  "lumo_ev": 0.386,
  "largest_force_ev_per_a": 3.4,
  "charge": -1
}

***

No. 2
{
  "formula": "C24H28BF5N6RuS",
  "method": "ωB97M-V/def2-TZVPD",
  "symbols": ["Ru", "C", "C", "C", "C", "C", "C", "N", "N", "B", "N", "C", "C", "C", "N", "C", "C", "C", "N", "C", "C", "C", "N", "C", "C", "C", "H", "H", "H", "H", "H", "H", "H", "H", "H", "H", "H", "H", "H", "H", "H", "H", "H", "H", "H", "H", "H", "H", "H", "H", "H", "H", "H", "H", "F", "C", "C", "F", "C", "F", "C", "S", "C", "F", "C", "F"],
  "xyz": [[0.6307, 0.4151, 0.0000], [-2.2128, -0.5536, 3.4801], [-0.8083, -0.0261, 3.1747], [-0.1479, 0.5377, 4.4373], [0.0540, -1.0943, 2.5784], [0.3118, -2.3731, 3.0707], [1.2134, -2.9382, 2.1933], [1.4988, -2.0554, 1.2358], [0.7924, -0.9191, 1.4629], [2.4104, -2.1567, 0.0002], [3.2798, -0.8958, 0.0000], [4.6010, -0.6806, -0.0001], [4.8222, 0.6841, -0.0001], [3.5514, 1.2669, -0.0001], [2.6455, 0.2825, 0.0000], [3.1007, 2.6956, -0.0001], [2.2926, 2.9973, 1.2643], [2.2925, 2.9974, -1.2643], [1.4987, -2.0557, -1.2354], [1.2132, -2.9387, -2.1928], [0.3113, -2.3735, -3.0700], [0.0537, -1.0948, -2.5779], [0.7923, -0.9195, -1.4626], [-0.8088, -0.0265, -3.1739], [-0.1486, 0.5376, -4.4365], [-2.2133, -0.5539, -3.4790], [-2.8936, 0.2763, 3.6710], [-2.1998, -1.1842, 4.3712], [-2.6120, -1.1491, 2.6598], [-0.8790, 0.7784, 2.4421], [0.0207, -0.2552, 5.1677], [-0.7925, 1.2884, 4.8949], [0.8142, 1.0000, 4.2117], [-0.1054, -2.8261, 3.9531], [1.6896, -3.9047, 2.2015], [3.0637, -3.1558, 0.0003], [5.2919, -1.5066, 0.0000], [5.7708, 1.1914, -0.0002], [3.9887, 3.3293, -0.0001], [1.3632, 2.4049, 1.3013], [1.9933, 4.0444, 1.2994], [2.8543, 2.7623, 2.1679], [1.3630, 2.4049, -1.3013], [2.8540, 2.7623, -2.1680], [1.9932, 4.0445, -1.2993], [1.6893, -3.9051, -2.2010], [-0.1061, -2.8265, -3.9523], [-0.8793, 0.7779, -2.4412], [0.0200, -0.2551, -5.1671], [0.8135, 1.0000, -4.2110], [-0.7934, 1.2883, -4.8938], [-2.2006, -1.1845, -4.3702], [-2.8943, 0.2759, -3.6696], [-2.6123, -1.1496, -2.6587], [-6.4480, -0.7782, -0.0022], [-5.2550, -0.2092, -0.0017], [-4.1128, -0.9895, -0.0027], [-4.2031, -2.3151, -0.0043], [-2.8744, -0.3788, -0.0021], [-1.7947, -1.1781, -0.0033], [-2.7207, 0.9970, -0.0005], [-1.1658, 1.8339, 0.0001], [-3.8882, 1.7554, 0.0005], [-3.8072, 3.0824, 0.0021], [-5.1406, 1.1715, 0.0000], [-6.2312, 1.9234, 0.0010]],
  "forces_ev_per_a": [[0.20, 0.40, 0.00], [0.04, -0.02, 0.03], [0.00, -0.01, -0.02], [0.02, -0.02, -0.01], [0.18, -0.03, 0.06], [-0.11, 0.06, 0.06], [0.16, 0.01, 0.03], [-0.05, -0.01, 0.07], [-0.59, -0.18, 0.24], [0.09, -0.15, 0.00], [0.25, -0.07, 0.00], [0.02, 0.04, 0.00], [-0.04, 0.05, 0.00], [0.07, -0.12, 0.00], [0.55, 0.37, 0.00], [-0.09, -0.03, 0.00], [0.06, 0.00, 0.01], [0.06, 0.00, -0.01], [-0.05, -0.01, -0.07], [0.16, 0.02, -0.02], [-0.11, 0.06, -0.07], [0.18, -0.02, -0.06], [-0.59, -0.18, -0.24], [0.00, -0.01, 0.02], [0.02, -0.02, 0.01], [0.04, -0.03, -0.03], [0.01, 0.00, 0.03], [-0.01, -0.01, -0.01], [-0.02, 0.02, -0.04], [-0.08, 0.01, 0.00], [-0.01, 0.01, 0.01], [0.01, 0.01, -0.01], [0.00, 0.00, 0.01], [0.00, 0.02, 0.00], [0.00, 0.00, -0.02], [-0.10, 0.00, 0.00], [-0.01, -0.01, 0.00], [-0.01, 0.01, 0.00], [0.03, -0.04, 0.00], [0.00, 0.02, 0.01], [-0.03, -0.01, -0.01], [0.01, 0.00, -0.01], [0.00, 0.02, -0.01], [0.01, 0.00, 0.01], [-0.03, -0.01, 0.01], [0.00, 0.00, 0.02], [0.00, 0.02, 0.00], [-0.08, 0.01, 0.00], [-0.01, 0.01, -0.01], [0.00, 0.00, -0.01], [0.01, 0.01, 0.01], [-0.01, -0.01, 0.01], [0.01, 0.00, -0.03], [-0.02, 0.02, 0.04], [-0.03, -0.01, 0.00], [-0.02, -0.03, 0.00], [-0.01, 0.03, 0.00], [0.00, -0.02, 0.00], [0.10, -0.10, 0.00], [0.09, -0.03, 0.00], [-0.03, 0.26, 0.00], [-0.20, -0.43, 0.00], [0.00, 0.05, 0.00], [-0.01, 0.03, 0.00], [-0.01, 0.03, 0.00], [-0.03, 0.03, 0.00]],
  "lowdin_charge": [1.149, -0.041, -0.380, -0.043, -0.239, 0.026, -0.017, 0.002, -0.041, -0.486, -0.004, -0.020, 0.028, -0.242, -0.049, -0.353, -0.052, -0.052, 0.002, -0.017, 0.026, -0.239, -0.041, -0.380, -0.043, -0.041, 0.091, 0.089, 0.072, 0.064, 0.087, 0.089, 0.080, 0.123, 0.139, 0.131, 0.136, 0.117, 0.148, 0.018, 0.096, 0.094, 0.018, 0.094, 0.096, 0.139, 0.123, 0.064, 0.087, 0.080, 0.089, 0.089, 0.091, 0.071, 0.160, -0.125, -0.153, 0.142, -0.263, 0.062, -0.469, 0.696, -0.238, 0.104, -0.133, 0.152],
  "gap_ev": [7.1561, 6.3960],
  "relative_energy_kcal_mol": 0.0,
  "energy_ha": -2276.98046,
  "lumo_ev": [-4.255, -4.957],
  "largest_force_ev_per_a": 0.7,
  "charge": 1,
  "spin_multiplicity": 2
}